This record from the Open Molecules 2025 dataset describes a 3-piece molecular cluster, C45H82F3N3O7PS overall. The level of theory is ωB97M-V with the def2-TZVPD basis set.

As for the energy: -3493.291631 hartree. Its LUMO energy (spin up / spin down) is -3.19 / -3.19 eV. The spin multiplicity is 3. Its total charge is +1. The calculation puts the HOMO energy (spin up / spin down) at -10.102 / -10.765 eV. As for the expectation value of S²: 2.01.

Each atom is followed by the atoms it is bonded to, with distances in Å.
Element x y z (Å)
1 C 6.1566 2.1715 3.2246  C2 1.619, H39 1.150, H40 1.142, H41 1.145
2 C 5.4187 1.5607 1.9191  C1 1.619, O3 1.457, H42 1.157, H43 1.149
3 O 3.9941 1.3368 2.1290  C2 1.457, P4 1.720
4 P 3.4480 0.0326 1.1493  O3 1.720, O5 1.536, C6 1.888, O36 1.712
5 O 4.0323 0.2548 -0.2532  P4 1.536
6 C 1.5628 0.0445 1.0455  P4 1.888, C7 1.629, H44 1.144, H45 1.163
7 C 0.9340 -1.4242 1.3622  C6 1.629, C8 1.601, H46 1.157, H47 1.140
8 C -0.6614 -1.3372 1.4564  C7 1.601, C9 1.632, H48 1.153, H49 1.153
9 C -1.3370 -2.4715 2.4158  C8 1.632, C10 1.611, O18 1.480, C28 1.606
10 C -0.6611 -3.9254 2.2544  C9 1.611, C11 1.624, H50 1.138, H51 1.159
11 C -1.2747 -4.5604 0.8914  C10 1.624, C12 1.546, C17 1.556
12 C -0.9747 -4.0360 -0.5315  C11 1.546, C13 1.573, H52 1.136
13 C -1.6932 -4.7406 -1.7401  C12 1.573, C14 1.549, H53 1.152
14 C -2.6789 -5.9253 -1.5885  C13 1.549, C15 1.555, H54 1.142
15 C -2.9807 -6.4560 -0.1580  C14 1.555, C16 1.600, C17 1.546
16 C -3.9991 -7.6393 0.1943  C15 1.600, H55 1.152, H56 1.145, H57 1.158
17 C -2.2649 -5.7537 1.0184  C11 1.556, C15 1.546, H58 1.138
18 O -2.6997 -2.6180 1.8578  C9 1.480, C19 1.440
19 C -3.7172 -2.2935 2.8244  O18 1.440, C20 1.628, H59 1.153, H60 1.142
20 C -3.4126 -3.2137 4.1319  C19 1.628, C21 1.599, N26 1.502, H61 1.158
21 C -4.7094 -3.5699 4.9962  C20 1.599, C22 1.601, H62 1.159, H63 1.138
22 C -5.2231 -5.0699 4.7731  C21 1.601, C23 1.604, H64 1.156, H65 1.160
23 C -4.3528 -6.2174 5.4782  C22 1.604, C24 1.610, C25 1.603, H66 1.158
24 C -3.3967 -7.0525 4.4874  C23 1.610, H67 1.159, H68 1.148, H69 1.157
25 C -3.4509 -5.7457 6.7166  C23 1.603, H70 1.148, H71 1.144, H72 1.151
26 N -2.3097 -2.5052 4.8649  C20 1.502, S27 1.786, C28 1.536, H73 1.042
27 S -2.8878 -1.1446 5.8667  N26 1.786, H74 1.405
28 C -1.3048 -1.8589 3.8995  C9 1.606, N26 1.536, C29 1.602, H75 1.156
29 C 0.1149 -1.9133 4.6393  C28 1.602, C30 1.616, H76 1.159, H77 1.156
30 C 0.8924 -0.4975 4.6941  C29 1.616, O31 1.439, C32 1.633, H78 1.139
31 O 0.0614 0.6141 5.0752  C30 1.439, H79 0.991
32 C 1.9847 -0.6637 5.8962  C30 1.633, F33 1.411, F34 1.440, F35 1.425
33 F 2.5839 -1.9407 5.9345  C32 1.411
34 F 1.2426 -0.4413 7.1102  C32 1.440
35 F 2.9310 0.4008 5.8501  C32 1.425
36 O 4.0082 -1.3885 1.9215  P4 1.712, C37 1.457
37 C 4.2277 -2.4656 0.9653  O36 1.457, C38 1.622, H80 1.141, H81 1.142
38 C 5.0295 -3.6496 1.7307  C37 1.622, H82 1.154, H83 1.157, H84 1.139
39 H 7.1633 2.6571 2.9531  C1 1.150
40 H 5.5129 2.9905 3.6934  C1 1.142
41 H 6.3477 1.3705 4.0209  C1 1.145
42 H 5.6213 2.3201 1.0706  C2 1.157
43 H 5.9842 0.6060 1.6208  C2 1.149
44 H 1.1653 0.7510 1.8532  C6 1.144
45 H 1.1649 0.3875 0.0076  C6 1.163
46 H 1.2038 -2.0624 0.4356  C7 1.157
47 H 1.4570 -1.9215 2.2442  C7 1.140
48 H -0.9232 -0.2829 1.8419  C8 1.153
49 H -1.0886 -1.4130 0.3884  C8 1.153
50 H 0.4766 -3.9368 2.2745  C10 1.138
51 H -0.9989 -4.6610 3.0843  C10 1.159
52 H -0.2865 -3.1493 -0.7065  C12 1.136
53 H -1.5100 -4.3458 -2.8066  C13 1.152
54 H -3.2293 -6.4242 -2.4552  C14 1.142
55 H -4.9382 -7.6399 -0.4728  C16 1.152
56 H -3.5065 -8.6705 0.2671  C16 1.145
57 H -4.3948 -7.4130 1.2592  C16 1.158
58 H -2.4901 -6.1245 2.0703  C17 1.138
59 H -4.7225 -2.6437 2.3807  C19 1.153
60 H -3.8341 -1.1831 3.0665  C19 1.142
61 H -3.0304 -4.2148 3.6942  C20 1.158
62 H -5.5574 -2.8800 4.6124  C21 1.159
63 H -4.6333 -3.3702 6.1144  C21 1.138
64 H -6.3332 -5.1871 5.0746  C22 1.156
65 H -5.2079 -5.2925 3.6350  C22 1.160
66 H -5.1077 -6.9851 5.9043  C23 1.158
67 H -2.4342 -6.4254 4.3323  C24 1.159
68 H -3.8826 -7.2909 3.4756  C24 1.148
69 H -3.0365 -8.0054 5.0355  C24 1.157
70 H -4.0293 -5.0007 7.3712  C25 1.148
71 H -2.5010 -5.2253 6.3478  C25 1.144
72 H -3.1750 -6.6404 7.3854  C25 1.151
73 H -1.8590 -3.2131 5.4821  N26 1.042
74 H -2.4667 -1.5466 7.1458  S27 1.405
75 H -1.6487 -0.7597 3.7995  C28 1.156
76 H 0.0475 -2.2568 5.7442  C29 1.159
77 H 0.8474 -2.6655 4.1549  C29 1.156
78 H 1.5070 -0.2655 3.7631  C30 1.139
79 H 0.4074 1.3713 4.5369  O31 0.991
80 H 4.8609 -2.1477 0.0713  C37 1.141
81 H 3.2632 -2.9328 0.5722  C37 1.142
82 H 4.2732 -4.3362 2.2675  C38 1.154
83 H 5.4846 -4.2990 0.8888  C38 1.157
84 H 5.8168 -3.2422 2.4451  C38 1.139
85 C -4.0482 2.6273 -2.1762  C86 1.556, H96 1.094, H97 1.090, H98 1.093
86 C -2.5292 2.6430 -1.8393  C85 1.556, C87 1.545, N91 1.495, C95 1.554
87 C -1.8666 3.9020 -2.4422  C86 1.545, C88 1.526, H99 1.097, H100 1.096
88 C -1.6959 3.8282 -3.9564  C87 1.526, C89 1.525, H101 1.093, H102 1.095
89 C -0.9711 2.5482 -4.3590  C88 1.525, C90 1.544, H103 1.096, H104 1.097
90 C -1.6330 1.2783 -3.7829  C89 1.544, N91 1.493, C93 1.549, C94 1.551
91 N -1.8910 1.3780 -2.3156  C86 1.495, C90 1.493, O92 1.360
92 O -0.6970 1.2495 -1.6777  N91 1.360
93 C -2.9574 1.0086 -4.5397  C90 1.549, H105 1.093, H106 1.095, H107 1.089
94 C -0.7563 0.0509 -4.1427  C90 1.551, H108 1.092, H109 1.094, H110 1.094
95 C -2.4995 2.7783 -0.2916  C86 1.554, H111 1.095, H112 1.093, H113 1.094
96 H -4.6599 2.9898 -1.3445  C85 1.094
97 H -4.2940 3.2573 -3.0311  C85 1.090
98 H -4.4086 1.6153 -2.3749  C85 1.093
99 H -0.8785 4.0549 -1.9911  C87 1.097
100 H -2.4529 4.7936 -2.1915  C87 1.096
101 H -2.6657 3.8878 -4.4560  C88 1.093
102 H -1.1237 4.6949 -4.3041  C88 1.095
103 H -0.9288 2.4902 -5.4529  C89 1.096
104 H 0.0708 2.6143 -4.0215  C89 1.097
105 H -3.4905 0.1583 -4.1057  C93 1.093
106 H -2.7633 0.7638 -5.5893  C93 1.095
107 H -3.6321 1.8625 -4.5613  C93 1.089
108 H 0.2666 0.1395 -3.7695  C94 1.092
109 H -0.6784 -0.0672 -5.2276  C94 1.094
110 H -1.1895 -0.8708 -3.7421  C94 1.094
111 H -2.9705 1.9130 0.1867  C95 1.095
112 H -3.0459 3.6695 0.0279  C95 1.093
113 H -1.4872 2.8830 0.1085  C95 1.094
114 C 4.5307 6.8826 -3.8160  C115 1.556, H125 1.094, H126 1.090, H127 1.092
115 C 3.2402 6.0268 -3.9682  C114 1.556, C116 1.545, N120 1.495, C124 1.554
116 C 3.6108 4.5705 -4.3282  C115 1.545, C117 1.526, H128 1.097, H129 1.096
117 C 4.0850 4.4066 -5.7695  C116 1.526, C118 1.526, H130 1.092, H131 1.095
118 C 3.0729 5.0010 -6.7442  C117 1.526, C119 1.544, H132 1.096, H133 1.097
119 C 2.7079 6.4635 -6.4113  C118 1.544, N120 1.493, C122 1.549, C123 1.550
120 N 2.3335 6.6520 -4.9786  C115 1.495, C119 1.493, O121 1.360
121 O 1.0922 6.1253 -4.8043  N120 1.360
122 C 3.9027 7.3798 -6.7748  C119 1.549, H134 1.093, H135 1.095, H136 1.089
123 C 1.5887 6.9312 -7.3769  C119 1.550, H137 1.092, H138 1.094, H139 1.094
124 C 2.6299 6.0284 -2.5393  C115 1.554, H140 1.095, H141 1.093, H142 1.094
125 H 4.8228 7.0074 -2.7690  C114 1.094
126 H 5.3895 6.4390 -4.3202  C114 1.090
127 H 4.3907 7.8974 -4.1954  C114 1.092
128 H 2.7433 3.9168 -4.1741  C116 1.097
129 H 4.3898 4.2014 -3.6510  C116 1.096
130 H 5.0633 4.8727 -5.9077  C117 1.092
131 H 4.2237 3.3431 -5.9921  C117 1.095
132 H 3.4744 4.9335 -7.7622  C118 1.096
133 H 2.1700 4.3780 -6.7357  C118 1.097
134 H 3.7064 8.4143 -6.4810  C122 1.093
135 H 4.0780 7.3810 -7.8559  C122 1.095
136 H 4.8459 7.0690 -6.3286  C122 1.089
137 H 0.6962 6.3036 -7.3235  C123 1.092
138 H 1.9298 6.8927 -8.4160  C123 1.094
139 H 1.2954 7.9635 -7.1655  C123 1.094
140 H 2.3601 7.0429 -2.2295  C124 1.095
141 H 3.3494 5.6420 -1.8125  C124 1.093
142 H 1.7419 5.3960 -2.4535  C124 1.094